70
Properties=species:S:1:pos:R:3:forces:R:3:nbo_charge:R:1 method="wB97M-V/def2-TZVPD" max_force_ev_per_a=0.6 spin_multiplicity=1 homo_ev=-10.6879 lumo_energy_ev=-3.09 charge=+1
C 2.614 -0.780 -0.728 -0.1 0.0 -0.1 0.19
H -0.245 -0.291 4.856 0.0 0.0 0.0 0.23
C 2.089 1.544 -1.408 -0.1 -0.1 0.0 0.39
H 3.143 0.586 3.608 0.0 0.0 0.0 0.23
C -0.451 0.518 -3.696 0.0 0.1 0.2 -0.42
C 0.997 0.600 3.331 0.0 0.1 0.0 0.10
H -2.863 -1.035 -2.246 0.0 0.0 0.0 0.21
H -2.476 1.160 -3.373 0.0 0.1 -0.1 0.20
O 0.800 1.360 -1.332 0.1 -0.3 -0.4 -0.76
H -0.719 0.785 1.571 0.0 0.0 0.0 0.39
H 1.653 2.659 3.399 0.0 0.0 0.0 0.23
H 1.570 -0.407 1.645 -0.1 -0.2 0.0 0.36
C -0.657 -0.979 -3.688 -0.2 -0.2 0.0 -0.22
O -1.507 -1.113 0.332 0.3 0.0 0.1 -0.76
H -1.568 -1.230 -4.236 0.1 0.0 -0.1 0.20
H -2.424 -2.381 -1.198 0.0 0.0 0.0 0.24
H -5.393 1.328 2.841 0.0 0.0 0.0 0.23
C -1.496 1.304 -2.910 -0.1 0.0 0.1 -0.24
C -2.241 -1.920 -2.161 0.1 0.0 0.1 -0.42
C 4.866 2.018 -1.603 0.0 0.0 0.0 -0.27
H 1.502 -2.868 0.867 -0.2 0.1 0.0 0.21
C -2.633 1.314 -0.816 0.0 -0.2 0.0 0.20
Co -0.231 -0.185 -0.737 0.4 0.1 0.4 1.25
C 4.405 0.785 -1.224 0.0 0.0 0.0 -0.13
C -3.018 0.778 0.465 0.1 0.0 0.0 -0.29
H 0.165 -1.468 -4.209 0.1 0.0 0.1 0.22
H -0.646 -3.615 -2.755 0.0 0.0 -0.1 0.21
C -4.066 1.398 1.166 0.0 0.0 0.1 -0.13
C 2.266 0.052 3.975 0.0 0.0 0.0 -0.61
H 0.893 -2.768 -2.732 0.0 0.0 0.1 0.21
H 0.684 2.158 4.796 0.0 0.0 0.0 0.23
C 3.023 0.530 -1.113 0.0 0.0 0.0 -0.21
C -3.061 -1.019 2.076 -0.1 0.0 0.0 -0.30
H 2.217 0.167 5.058 0.0 0.0 0.0 0.23
H -1.158 0.195 3.447 0.0 0.0 0.0 0.21
H -4.500 -0.847 3.631 0.0 0.0 0.0 0.23
H 0.264 1.776 0.700 0.0 0.0 0.0 0.40
N 0.146 0.824 1.032 -0.5 0.3 -0.2 -0.59
H -0.142 -1.255 3.377 0.0 0.0 0.0 0.21
H -0.103 2.480 3.258 0.0 0.0 0.0 0.20
N 1.260 0.525 1.879 0.2 -0.2 -0.3 -0.46
H 1.868 3.582 -2.043 0.0 0.0 0.0 0.22
H -4.470 2.326 0.777 0.0 0.0 0.0 0.22
N -1.641 0.879 -1.491 0.2 0.3 0.1 -0.44
C -0.061 -2.870 -2.212 0.0 0.1 0.0 -0.22
C 3.935 3.025 -1.897 0.0 0.0 0.0 -0.13
C 1.393 -2.690 -0.207 0.0 0.1 -0.1 -0.22
H 0.220 -4.405 -0.709 0.1 0.0 -0.1 0.24
C -2.480 -0.452 0.926 -0.1 -0.2 0.0 0.45
N -0.796 -1.566 -2.305 -0.1 0.2 -0.2 -0.41
C 2.581 2.801 -1.812 0.1 0.0 0.0 -0.29
H -3.285 2.064 -1.268 0.0 0.0 0.0 0.20
H 5.926 2.213 -1.681 0.0 0.0 0.0 0.23
C -4.589 0.842 2.306 0.0 0.1 0.0 -0.26
C -0.208 -0.236 3.768 0.0 0.0 0.0 -0.64
H -0.461 0.868 -4.731 -0.2 0.0 0.0 0.24
H -2.678 -1.971 2.419 0.0 0.0 0.0 0.23
H 3.435 -1.493 -0.625 0.0 0.0 0.0 0.19
N 1.428 -1.243 -0.507 0.0 -0.1 0.3 -0.52
H 2.387 -1.013 3.761 0.0 0.0 0.0 0.20
H 4.289 4.002 -2.201 0.0 0.0 0.0 0.22
H -2.505 -2.614 -2.960 0.0 0.0 0.0 0.20
H -1.256 2.366 -2.940 0.1 0.0 0.0 0.23
H 2.253 -3.144 -0.705 0.0 -0.1 0.1 0.19
C 0.138 -3.320 -0.770 -0.1 0.1 -0.1 -0.44
C -4.083 -0.384 2.746 0.0 -0.1 0.0 -0.14
H -0.731 -3.034 -0.186 0.0 -0.1 0.1 0.25
H 0.534 0.739 -3.313 0.1 0.1 0.0 0.24
C 0.797 2.063 3.715 0.0 0.0 0.0 -0.62
H 5.101 -0.014 -0.997 0.0 0.0 0.0 0.21

***

9
Properties=species:S:1:pos:R:3:forces:R:3:nbo_charge:R:1 method="wB97M-V/def2-TZVPD" max_force_ev_per_a=4.0 spin_multiplicity=1 homo_ev="-9.7625 / -9.7528" lumo_energy_ev="-1.93 / -1.92" charge=0
N -0.384 0.293 -1.212 -0.5 0.2 -0.2 0.43
O -1.513 0.713 -1.204 -1.1 -0.1 -0.7 -0.36
O 0.106 -0.464 -2.006 0.3 -0.5 -0.5 -0.35
O -1.177 -0.930 1.559 0.3 -1.1 0.7 -0.26
N -0.075 -1.004 1.146 0.6 2.8 -2.9 0.58
Br 2.185 0.331 -0.132 0.4 1.0 -0.4 0.25
C 0.380 0.726 -0.078 1.1 -2.3 2.2 -0.27
Br -0.371 2.062 0.896 0.1 1.0 0.5 0.25
O 0.849 -1.726 1.032 -1.1 -1.0 1.3 -0.26

***

78
Properties=species:S:1:pos:R:3:forces:R:3:lowdin_charge:R:1 method="wB97M-V/def2-TZVPD" max_force_ev_per_a=3.6 spin_multiplicity=1 homo_ev="-9.0750 / -8.9694" lumo_energy_ev="-5.98 / -4.41" charge=+1
H -3.540 -0.203 0.917 0.1 -0.1 0.2 0.06
F 3.125 6.294 0.525 0.3 -1.3 -0.1 0.13
P 0.583 2.073 -5.356 -0.5 0.3 -1.3 0.85
C -1.587 -0.844 1.504 0.5 -1.1 -1.0 -0.22
H 0.822 1.146 2.944 -0.2 -0.2 0.1 0.07
H -4.421 0.977 -3.387 0.4 -0.3 0.0 0.12
C -3.192 0.852 -1.638 0.1 0.7 0.0 -0.12
H -1.588 1.372 -6.227 0.3 -0.2 -0.2 0.04
C -0.156 0.658 3.053 0.1 0.4 0.1 -0.01
C -1.318 -1.928 0.623 -1.3 2.1 1.4 -0.18
C 3.575 4.199 1.558 -0.2 -0.2 1.1 -0.10
H 0.836 -4.063 0.237 0.1 0.0 0.0 0.10
C -0.349 -0.381 2.018 -0.9 -0.2 -0.3 -0.17
C 3.482 4.994 0.421 0.0 0.4 -0.3 -0.11
C 0.820 -3.086 -0.257 0.2 -0.6 -0.2 -0.04
H -0.385 0.069 -6.486 -0.2 0.4 0.0 0.03
H -2.105 0.677 -4.232 0.0 -0.4 0.2 0.07
C -2.627 -0.219 -3.873 -1.1 0.5 -0.1 -0.20
H 1.735 -0.923 -6.756 0.3 0.3 0.4 0.06
H -0.921 1.444 2.997 0.1 -0.3 0.1 0.08
F 3.992 2.062 2.563 0.5 1.0 -1.0 0.11
H 5.229 1.150 -6.203 0.1 0.0 -0.2 0.04
P 3.134 0.456 -5.199 -0.8 0.0 -3.2 0.72
H -0.617 1.463 -3.154 -0.5 -0.2 0.7 0.02
C 4.489 0.382 -6.434 0.9 -0.2 0.5 -0.28
C -0.506 -1.281 -2.762 -0.9 -0.8 -0.1 -0.12
C -1.721 -1.297 -3.351 1.0 -0.5 -0.7 -0.10
H -0.641 4.138 -5.648 0.3 0.0 -0.3 0.05
H -3.967 1.187 -0.917 0.6 -0.6 -0.2 0.11
H -0.197 0.208 4.061 0.0 0.2 -0.3 0.11
H 2.400 -1.322 2.714 0.0 0.1 -0.3 0.10
C 0.095 -2.098 0.557 2.5 1.8 1.8 -0.22
H -3.145 -0.658 -4.747 0.3 0.3 0.3 0.12
H 2.749 -1.539 0.982 0.0 0.0 0.2 0.07
H 4.980 -0.592 -6.388 0.1 0.1 -0.1 0.05
H -4.386 -0.574 -2.584 0.2 0.0 -0.3 0.12
F 5.053 1.179 0.169 -1.0 0.8 -0.2 0.01
H 0.069 3.612 -7.214 0.1 0.1 0.4 0.05
H 2.760 2.618 -6.301 -0.2 -0.4 0.0 0.06
H 2.485 0.073 1.646 -0.2 -0.1 0.0 0.06
H -0.037 -2.269 -2.665 -0.2 0.5 -0.1 0.08
C 3.726 4.407 -0.834 -0.5 0.5 -0.1 -0.22
C -0.551 1.156 -6.526 -0.1 -0.2 0.4 -0.28
C -2.307 -2.719 -0.118 -0.5 -0.4 -0.2 -0.01
H 1.211 -0.053 -2.376 0.1 0.1 -0.3 0.05
H 0.303 -0.471 -0.966 -0.1 0.0 -0.4 0.10
H -3.311 -2.621 0.301 0.1 0.0 0.0 0.09
H 0.344 -3.246 -1.224 0.0 -0.1 0.2 0.05
H -2.035 -3.777 -0.099 -0.1 -0.1 0.0 0.09
C 2.144 -0.972 1.700 0.5 0.1 0.2 -0.04
C -3.734 0.256 -2.900 0.0 0.0 0.1 -0.18
H 1.107 4.384 -5.966 -0.3 0.0 0.0 0.04
C 4.080 3.058 -0.967 0.7 0.3 0.5 -0.16
C -1.920 1.114 -1.325 0.4 0.7 0.8 -0.08
H 1.855 -2.786 -0.445 -0.1 -0.1 0.1 0.08
C -2.921 -0.297 1.817 -0.6 0.1 0.2 -0.05
H -0.403 1.529 -7.553 0.0 -0.2 0.4 0.05
C 2.173 1.684 -6.219 -0.1 0.4 0.7 -0.59
H 1.514 -1.432 -5.053 0.1 0.1 -0.2 0.03
C 0.252 3.716 -6.133 0.0 0.2 0.3 -0.29
F 3.208 4.658 2.772 0.3 -0.1 -1.1 0.14
C 2.241 -1.063 -5.789 0.1 -0.8 0.8 -0.24
H -3.451 -0.940 2.531 -0.1 0.2 -0.1 0.09
H 1.968 1.267 -7.232 0.4 0.2 0.7 0.07
H 4.101 0.552 -7.446 0.0 -0.1 0.4 0.06
C 4.041 2.885 1.481 -0.1 -0.6 -0.1 -0.11
C 0.697 -1.133 1.418 -0.4 -2.0 -1.7 -0.22
H 0.071 1.863 -1.618 -0.4 0.1 0.0 0.10
H -1.755 1.440 -0.276 -0.2 -0.1 -0.7 0.11
F 3.557 5.230 -1.905 0.0 -1.0 0.5 0.07
H 2.998 -1.847 -5.938 -0.2 0.1 0.2 0.05
C 4.424 2.405 0.223 -0.4 -0.6 0.3 -0.27
H -2.848 0.703 2.256 -0.1 -0.1 0.0 0.07
C -0.595 1.130 -2.104 0.2 0.2 0.2 -0.20
In 3.785 1.410 -2.531 0.1 0.3 0.5 1.07
H -2.074 -2.285 -3.694 0.3 0.3 0.3 0.11
H -2.370 -2.434 -1.175 0.1 0.0 0.2 0.07
C 0.174 -0.183 -2.024 -0.3 0.1 0.0 -0.20

***

20
Properties=species:S:1:pos:R:3:forces:R:3:nbo_charge:R:1 method="wB97M-V/def2-TZVPD" max_force_ev_per_a=3.6 smiles="CC(C)=C(N)/N=C(/N)O" spin_multiplicity=1 homo_ev=-6.7550 lumo_energy_ev=0.61 charge=0
C 1.649 -0.373 0.736 -0.3 0.7 0.0 -0.63
H -0.865 2.699 2.141 -0.2 0.0 -0.2 0.39
N -1.473 -1.352 -1.151 -0.8 -0.3 -0.4 -0.82
H 1.883 -1.786 -1.699 0.1 0.0 -0.1 0.19
H 2.119 -0.047 -1.934 0.0 -0.1 0.1 0.21
H -1.313 1.245 2.851 -0.2 0.1 0.0 0.39
C 1.369 -0.817 -1.724 -0.3 -0.3 0.1 -0.64
H 1.165 -0.399 1.715 0.0 0.0 -0.1 0.21
C -1.091 1.137 0.894 -2.1 -1.8 0.4 0.73
H -1.765 2.434 -0.365 0.0 -0.1 0.3 0.50
C 0.681 -0.527 -0.413 -0.8 -1.0 -0.2 -0.15
N -1.260 -0.169 0.859 -0.1 2.9 1.4 -0.58
H 2.398 -1.175 0.724 -0.1 0.1 -0.1 0.20
H -1.022 -2.133 -1.610 -0.2 0.0 0.1 0.38
H -2.372 -1.586 -0.749 0.1 0.0 -0.3 0.38
H 0.685 -0.837 -2.577 0.0 0.1 0.1 0.21
O -0.938 1.995 -0.135 1.1 -0.1 -1.2 -0.72
C -0.675 -0.711 -0.235 3.3 0.1 -1.4 0.33
H 2.190 0.575 0.647 0.2 0.0 0.2 0.19
N -1.366 1.830 2.026 0.3 -0.2 1.4 -0.81

***

44
Properties=species:S:1:pos:R:3:forces:R:3:lowdin_spin:R:1 method="wB97M-V/def2-TZVPD" max_force_ev_per_a=3.8 spin_multiplicity=4 s_squared=3.76 homo_ev="-2.5854 / -2.5497" lumo_energy_ev="2.51 / 2.51" charge=-1
H -3.896 1.658 2.952 0.2 0.0 0.2 0.00
C -1.727 2.711 1.899 0.1 -0.3 0.4 0.00
Nd -0.648 -0.343 -1.288 1.5 -0.1 -0.4 3.07
H 1.262 -1.743 -0.925 0.5 -0.4 -0.8 0.00
C 1.189 -1.016 -4.360 -0.1 0.0 0.6 0.00
H 4.547 -0.954 -3.551 0.1 0.1 -0.1 0.00
H -1.891 -1.071 1.720 -0.2 0.5 0.0 0.00
H 3.450 -0.602 -1.257 0.1 0.0 -0.2 0.00
C -3.018 1.507 3.594 1.1 -0.3 0.0 0.00
C 2.671 -1.287 -4.588 0.1 0.2 -0.1 0.00
H 3.010 -0.877 -5.546 0.0 0.1 0.0 0.00
H -0.089 3.137 3.896 -0.1 -0.2 0.2 0.00
C -2.238 -0.039 1.898 0.5 0.1 0.3 0.00
N -0.210 1.027 3.874 0.2 0.1 0.5 0.00
H 2.839 -2.368 -4.637 0.0 0.0 0.0 0.00
C 0.767 -1.762 -3.053 -0.8 -1.7 -2.0 -0.01
H -0.776 -1.004 3.848 -0.1 0.2 0.1 0.00
H -1.026 3.542 1.744 -0.3 -0.1 0.0 0.00
H 3.402 0.397 -3.476 0.0 0.0 0.0 0.00
C 0.371 0.940 2.531 -0.5 0.0 0.0 0.00
H -3.304 1.545 4.658 0.0 0.1 -0.3 0.00
H -1.333 -1.627 -3.844 0.2 -0.4 0.0 0.00
C 3.492 -0.694 -3.441 -0.2 0.1 0.3 0.00
H 3.405 -2.216 -1.941 0.4 -0.1 -0.1 0.00
Cl -0.816 -2.513 0.319 -0.1 -0.4 0.7 0.00
C 3.011 -1.192 -2.070 0.4 -0.5 0.0 0.00
N -2.040 2.590 3.336 -0.2 0.2 0.3 0.00
C -1.211 -0.031 4.113 -0.4 0.7 -0.5 0.00
C -0.814 -1.894 -2.914 -0.2 -0.6 -0.7 -0.02
H -1.094 2.384 5.199 0.1 0.1 -0.3 0.00
C -0.818 2.351 4.133 -0.5 -0.8 -0.5 0.00
H 1.017 0.070 -4.243 0.1 -0.4 0.0 0.00
H -2.642 2.903 1.322 0.2 0.1 0.2 0.00
Cl -0.930 1.631 -2.954 -0.3 0.8 -0.2 -0.01
H -1.482 0.004 5.180 0.1 -0.1 -0.3 0.00
H 0.857 -0.035 2.383 -0.1 0.2 0.1 0.00
H -1.078 -2.888 -2.516 0.0 0.3 -0.5 0.00
H 1.128 1.727 2.390 -0.2 -0.2 0.1 0.00
C 1.536 -1.278 -1.906 -1.0 2.7 2.5 -0.02
N -2.456 0.167 3.326 -0.3 0.1 0.6 0.00
P -0.948 1.169 1.240 -0.3 0.0 0.0 0.00
H -3.179 0.109 1.344 0.2 0.0 0.2 0.00
H 0.569 -1.335 -5.205 0.1 -0.2 0.1 0.00
H 1.141 -2.802 -3.186 -0.4 -0.1 -0.4 0.00

***

84
Properties=species:S:1:pos:R:3:forces:R:3:lowdin_charge:R:1 method="wB97M-V/def2-TZVPD" max_force_ev_per_a=4.1 spin_multiplicity=1 homo_ev=-6.4515 lumo_energy_ev=-2.67 charge=0
H -6.732 1.182 0.697 0.0 0.0 0.0 0.14
C 0.800 6.042 -0.292 0.0 0.1 0.0 -0.07
H -1.793 -4.193 2.196 0.0 -0.1 0.0 0.11
O -7.920 -1.870 -1.317 0.1 -0.3 -0.1 0.09
C 0.255 4.783 -0.474 0.0 -0.1 -0.1 -0.07
N -7.655 -0.897 -0.643 -0.6 -0.1 -0.1 -0.37
H -2.762 4.328 -0.284 -0.3 -0.2 0.7 0.16
H 4.112 -0.111 -1.417 0.0 0.0 0.0 0.10
H -0.332 4.565 -1.356 -0.1 0.0 0.0 0.11
C -6.270 -0.576 -0.442 0.9 0.9 0.6 -0.13
C 2.192 -0.968 -0.921 0.7 -0.9 -1.0 -0.49
O -1.761 -1.588 -1.188 -1.1 -0.7 -0.5 0.00
H -4.775 2.352 -3.234 -0.1 0.0 -0.1 0.11
H -5.516 -2.228 -1.595 0.0 0.0 0.0 0.14
F 1.752 -3.291 -1.445 -0.1 0.0 -0.1 0.18
C -0.531 0.739 6.637 0.0 0.0 0.1 -0.07
H 1.945 7.318 0.987 0.1 0.1 0.0 0.11
H -0.128 -2.370 2.248 -0.1 0.0 -0.1 0.09
C -1.182 -2.153 2.387 0.1 0.2 0.2 -0.12
O -5.276 2.655 1.848 0.9 -0.7 -1.0 0.09
H 0.936 1.541 7.975 0.0 0.0 0.1 0.10
C 0.063 0.702 4.314 0.1 -0.2 -0.2 -0.37
P -0.419 2.189 0.391 -0.7 0.7 -0.7 1.01
N -4.417 2.108 1.136 0.9 2.1 1.8 -0.17
Pd -0.239 -0.016 -0.103 -0.1 1.5 0.2 0.85
N -2.951 -1.827 -1.408 1.3 -0.6 -0.5 -0.30
H -2.314 2.618 3.253 0.0 0.0 0.0 0.08
F 0.366 -2.268 -0.126 -0.1 -0.6 -0.1 0.07
H -1.799 -0.028 5.094 -0.1 0.0 0.0 0.10
C -3.937 -1.012 -0.812 -1.5 0.4 0.4 -0.05
H -4.188 -3.678 2.574 0.0 -0.1 0.0 0.10
C -3.847 -1.580 2.819 -0.1 0.2 0.1 -0.08
C 0.696 1.304 6.949 0.0 0.0 0.1 -0.08
F 2.295 -1.318 -3.333 0.2 -0.2 0.0 0.17
H -3.240 0.460 3.018 0.0 0.2 0.0 0.10
H 2.386 5.546 2.642 0.1 0.0 0.1 0.11
C -3.930 2.460 -2.571 0.7 -0.5 -0.4 -0.11
C -3.451 -2.888 2.584 0.0 -0.1 0.0 -0.08
C 1.620 1.551 5.946 0.1 0.1 0.1 -0.08
H 4.040 -1.884 -1.584 0.1 0.0 0.0 0.10
O 1.739 -0.023 -0.082 -0.3 0.5 0.6 -0.23
H -4.892 -1.361 2.985 -0.1 0.0 0.0 0.11
O -3.257 2.836 0.942 -2.7 -1.7 2.6 -0.02
F 0.349 -0.917 -2.494 0.1 -0.4 -0.2 0.10
F 2.308 -2.834 0.579 0.1 0.1 0.1 0.17
H 2.586 1.972 6.184 0.1 0.0 0.0 0.10
C -5.272 -1.354 -1.008 1.0 0.1 0.0 0.14
H -1.246 0.533 7.420 0.0 0.0 0.1 0.10
C -1.574 -0.833 2.612 0.3 -0.1 0.1 -0.38
C 1.252 4.068 1.592 0.1 0.0 0.0 -0.09
C 0.453 3.794 0.486 0.4 -0.5 0.0 -0.29
C -5.950 0.559 0.289 -0.3 -0.2 -0.4 0.13
H -0.662 1.503 -2.366 -0.2 0.0 0.0 0.09
H 0.633 6.810 -1.032 0.0 0.1 -0.1 0.11
H -5.053 3.467 -1.064 -0.2 0.2 -0.1 0.11
H 4.117 -1.132 0.032 0.0 0.0 0.0 0.10
C -4.098 3.069 -1.374 0.5 0.4 0.7 -0.05
O -3.308 -2.730 -2.138 -0.1 -0.1 0.0 0.10
C -2.112 -3.177 2.375 -0.1 -0.1 0.0 -0.07
P -0.156 0.332 2.533 -0.5 0.2 0.8 1.02
C -1.603 1.981 -2.091 0.0 0.0 0.4 -0.14
C 1.548 6.325 0.838 0.0 0.0 0.0 -0.07
H 2.025 1.394 3.845 0.1 0.1 0.0 0.09
H -1.378 3.854 2.418 0.0 0.0 0.1 0.08
C -1.312 2.893 2.927 -0.2 0.1 0.1 -0.13
N -0.774 1.894 2.010 0.5 -0.2 -0.2 -0.47
C -4.624 0.954 0.443 -0.1 -0.7 -0.4 -0.10
C 1.669 -0.668 -2.353 -0.1 0.5 -0.4 -0.57
H -2.578 1.463 -3.929 0.0 0.0 -0.2 0.09
C 3.731 -1.032 -0.981 -0.4 0.1 0.1 0.04
C 1.787 5.329 1.771 0.1 0.0 0.1 -0.07
C -0.849 0.431 5.324 0.0 0.0 0.0 -0.08
C -1.719 2.552 -0.842 0.2 0.5 0.1 -0.33
C -2.679 1.945 -2.972 -0.4 0.0 -0.3 -0.10
O -8.482 -0.168 -0.133 -0.1 0.1 0.1 0.09
C -3.523 0.132 -0.052 1.5 0.4 0.2 -0.22
C -2.916 -0.556 2.843 0.1 -0.1 0.0 -0.11
C 1.667 -2.359 -0.493 0.4 -0.2 0.1 -0.55
O -2.325 0.416 0.212 -1.7 -0.7 0.1 -0.15
H 1.436 3.289 2.318 0.0 0.0 0.1 0.09
C -2.967 3.248 -0.418 0.9 0.5 -3.3 -0.28
F 1.799 0.647 -2.594 0.3 0.1 -0.1 0.14
H -0.679 3.003 3.812 0.0 0.0 -0.1 0.08
C 1.305 1.242 4.638 -0.1 0.0 0.0 -0.12